w:
The following is a quantum chemistry calculation of 2 unconnected molecules or ions with the total composition H3OP, from the Open Molecules 2025 dataset.

Element x y z (Å)
O1 0.736 0.854 0.725
P1 -1.055 -1.275 -1.525
H1 1.596 0.431 0.944
H2 -1.351 -0.133 -0.832
H3 0.074 0.122 0.688

## Properties
Gap between HOMO and LUMO (spin up / spin down) (eV): 7.395 / 7.401



x:
The following is a quantum chemistry calculation of H3OP in the gas phase, from the Open Molecules 2025 dataset.

Element x y z (Å)
O1 0.372 1.225 -0.158
P1 -0.276 -0.732 -0.400
H1 1.296 1.318 -0.460
H2 0.122 -1.436 0.896
H3 -1.514 -0.375 0.122

## Properties
SMILES: OP
Gap between HOMO and LUMO (eV): 9.852



It turns out x is the most stable, with the second structure 129.5 kJ/mol higher.



w:
The following is a quantum chemistry calculation of HN3O5 in the gas phase, from the Open Molecules 2025 dataset.

Element x y z (Å)
N1 -0.236 -0.011 -0.299
N2 0.654 -1.101 -0.009
N3 0.293 1.477 -0.164
O1 1.807 -0.865 0.050
O2 0.066 -2.149 0.205
O3 1.341 1.544 -0.745
O4 -0.363 2.206 0.484
O5 -1.447 -0.264 0.502
H1 -2.116 -0.837 -0.023

## Properties
SMILES: O=[N+]([O-])N(O)[N+](=O)[O-]
Gap between HOMO and LUMO (eV): 10.875



x:
The following is a quantum chemistry calculation of 2 unconnected molecules or ions with the total composition HN3O5, from the Open Molecules 2025 dataset.

Element x y z (Å)
N1 0.409 -0.265 0.557
N2 0.244 0.935 1.056
N3 -0.807 -1.023 -0.081
O1 -0.354 0.677 2.124
O2 0.622 1.945 0.607
O3 -1.816 -0.465 -0.017
O4 -0.396 -2.020 -0.527
O5 0.644 0.309 -1.974
H1 1.454 -0.092 -1.744

## Properties
Gap between HOMO and LUMO (spin up / spin down) (eV): 6.187 / 6.226



It turns out w is the most stable, with the second structure 406.4 kJ/mol higher.



w:
The following is a quantum chemistry calculation of C3H6N4S in the gas phase, from the Open Molecules 2025 dataset.

Element x y z (Å)
C1 -1.057 -0.402 -0.246
C2 -0.331 0.106 0.985
C3 0.889 0.153 -0.924
H1 -3.726 -1.413 -1.437
H2 -2.392 -0.859 -2.255
H3 -0.204 -0.640 1.762
H4 -0.749 0.944 1.457
H5 2.804 0.127 1.967
H6 1.751 0.473 -1.438
N1 -2.696 -1.386 -1.437
N2 -2.207 -0.890 -0.259
N3 0.948 0.357 0.417
N4 -0.173 -0.296 -1.431
S1 2.150 1.108 1.251

## Properties
SMILES: N/N=C1/CN(S)C=N1
Gap between HOMO and LUMO (eV): 8.803



x:
The following is a quantum chemistry calculation of C3H6N4S in the gas phase, from the Open Molecules 2025 dataset.

Element x y z (Å)
C1 0.868 -1.201 0.117
C2 0.028 1.213 -0.268
C3 -3.091 2.379 0.257
H1 -0.863 -0.767 0.958
H2 -0.511 -2.581 0.882
H3 1.846 0.346 -0.762
H4 0.195 1.972 -1.047
H5 -3.453 1.548 0.978
H6 -3.672 3.263 -0.030
N1 -0.196 -1.611 0.760
N2 0.907 0.118 -0.328
N3 -1.082 1.246 0.373
N4 -1.912 2.400 -0.098
S1 2.226 -2.075 -0.410

## Properties
SMILES: C=N/N=C/NC(N)=S
Gap between HOMO and LUMO (eV): 8.787



It turns out x is the most stable, with the second structure 14.1 kJ/mol higher.



w:
The following is a quantum chemistry calculation of C7H15NO2 in the gas phase, from the Open Molecules 2025 dataset.

Element x y z (Å)
C1 0.935 0.673 -0.375
C2 -0.610 0.406 -0.880
C3 -1.185 -0.696 1.247
C4 0.418 -0.867 1.366
C5 -1.547 0.466 0.322
C6 1.907 -0.112 -1.253
C7 1.245 2.167 -0.434
N1 -1.732 -1.940 0.720
O1 1.070 0.306 0.989
O2 -0.762 -0.770 -1.620
H1 -0.988 -1.485 -0.999
H2 -0.813 1.227 -1.576
H3 -1.552 -0.473 2.263
H4 -1.479 -2.726 1.313
H5 -2.743 -1.901 0.672
H6 0.723 -1.715 0.739
H7 0.709 -1.055 2.401
H8 -1.406 1.413 0.845
H9 -2.591 0.391 -0.006
H10 2.898 -0.105 -0.796
H11 1.955 0.345 -2.243
H12 1.574 -1.142 -1.381
H13 1.185 2.527 -1.453
H14 2.252 2.343 -0.041
H15 0.537 2.725 0.180

## Properties
SMILES: CC1(C)OC[C@H](N)C[C@@H]1O
Gap between HOMO and LUMO (eV): 9.813



x:
The following is a quantum chemistry calculation of C7H15NO2 in the gas phase, from the Open Molecules 2025 dataset.

Element x y z (Å)
C1 -0.820 -1.821 -0.949
C2 -2.488 1.277 0.075
C3 -1.514 0.170 0.402
O1 -1.530 -0.694 -1.080
O2 -1.627 -0.532 1.383
H1 0.281 -1.492 -0.529
H2 -0.633 -2.346 -1.895
H3 -1.157 -2.458 -0.122
H4 -2.386 2.077 0.811
H5 -2.340 1.651 -0.934
H6 -3.493 0.863 0.165
C4 0.436 1.818 -0.685
C5 1.499 -1.085 1.568
N1 0.207 0.736 0.276
C6 1.318 -0.502 0.189
C7 2.326 -0.397 -0.692
H7 0.356 1.070 1.222
H8 1.495 2.077 -0.715
H9 0.102 1.474 -1.661
H10 -0.113 2.709 -0.384
H11 2.119 -1.978 1.506
H12 1.983 -0.370 2.237
H13 0.530 -1.339 1.993
H14 2.206 0.022 -1.678
H15 3.245 -0.932 -0.504

## Properties
SMILES: C=C(C)[N@@H+](C)[C@](C)([O-])OC
Gap between HOMO and LUMO (eV): 8.481



It turns out w is the most stable, with the second structure 365.0 kJ/mol higher.



w:
The following is a quantum chemistry calculation of C10H21N5O4 in the gas phase, from the Open Molecules 2025 dataset.

Element x y z (Å)
C1 -2.592 -0.578 0.672
C2 -1.481 -0.089 1.621
C3 -2.313 -2.043 0.187
C4 -1.407 -2.158 -1.036
C5 -0.037 -1.625 -0.835
C6 2.146 -1.621 -2.037
C7 0.218 1.782 1.984
C8 0.005 3.300 2.167
C9 1.474 1.361 1.198
C10 1.669 2.116 -0.096
H1 -3.513 0.026 -1.087
H2 -3.397 1.157 -0.007
H3 -3.495 -0.685 1.289
H4 -3.266 -2.519 -0.119
H5 -1.936 -2.636 1.047
H6 -1.942 -1.653 -1.856
H7 -1.339 -3.215 -1.347
H8 0.404 -2.021 0.094
H9 0.011 -0.530 -0.909
H10 0.363 -1.831 -2.875
H11 3.766 -0.814 -1.411
H12 2.406 -2.880 -3.536
H13 3.709 -1.872 -3.227
H14 -1.274 1.423 0.325
H15 0.187 1.378 2.999
H16 1.385 0.260 0.973
H17 3.370 1.070 1.602
H18 1.869 3.182 0.055
H19 2.534 1.762 -0.690
H20 0.760 1.993 -0.714
H21 -1.861 2.839 2.015
N1 -2.856 0.380 -0.395
N2 0.798 -2.010 -1.979
N3 2.787 -0.988 -1.134
N4 2.686 -1.964 -3.242
N5 -1.054 1.200 1.317
O1 -0.978 -0.755 2.537
O2 0.873 4.110 2.342
O3 2.620 1.527 2.051
O4 -1.297 3.622 2.058

## Properties
SMILES: [H]/N=C(\N)NCCC[C@H](N)C(=O)N[C@H](C(=O)O)[C@@H](C)O
Gap between HOMO and LUMO (eV): 9.704



x:
The following is a quantum chemistry calculation of C10H21N5O4 in the gas phase, from the Open Molecules 2025 dataset.

Element x y z (Å)
C1 0.175 1.482 -0.635
C2 -1.248 0.901 -0.190
C3 1.194 1.081 0.348
C4 2.628 1.423 -0.206
C5 3.193 0.534 -1.291
C6 3.633 -1.596 0.180
C7 -2.427 -1.317 0.169
C8 -2.688 -1.864 -1.255
C9 -3.725 -0.717 0.741
C10 -3.524 -0.188 2.174
H1 -0.986 3.002 -1.323
H2 -0.024 3.400 -0.018
H3 0.477 1.041 -1.557
H4 1.072 0.069 0.790
H5 1.008 1.778 1.146
H6 3.217 1.255 0.683
H7 2.673 2.511 -0.371
H8 2.823 0.737 -2.293
H9 4.282 0.789 -1.470
H10 2.167 -1.201 -1.084
H11 3.348 -2.720 1.594
H12 4.809 -0.357 0.965
H13 5.397 -1.144 -0.349
H14 -0.337 -0.933 0.088
H15 -2.055 -2.118 0.829
H16 -4.391 -1.570 0.792
H17 -3.829 0.990 -0.184
H18 -3.042 -1.116 2.614
H19 -2.845 0.661 2.199
H20 -4.462 -0.030 2.732
H21 -4.083 -0.522 -1.440
N1 0.026 2.945 -0.930
N2 3.139 -0.869 -0.924
N3 2.881 -2.567 0.719
N4 4.960 -1.251 0.573
N5 -1.233 -0.433 0.014
O1 -2.227 1.652 -0.062
O2 -1.942 -2.741 -1.690
O3 -4.394 0.225 -0.054
O4 -3.640 -1.221 -2.026

## Properties
SMILES: [H]/N=C(\N)NCCC[C@H](N)C(=O)N[C@H](C(=O)O)[C@@H](C)O
Gap between HOMO and LUMO (eV): 9.644



It turns out w is the most stable, with the second structure 132.2 kJ/mol higher.